{"formula": "C3H4BF2IN2O5SSeTi", "method": "ωB97M-V with the def2-TZVPD basis set", "orbital_gap_ev": [7.5, 7.5], "homo_ha": [-0.317, -0.317], "elements": ["Ti", "O", "S", "O", "O", "O", "F", "B", "F", "Se", "C", "N", "N", "C", "O", "C", "I", "H", "H", "H", "H"], "xyz": [[0.86, -0.91, 0.03], [2.03, 1.69, 2.60], [2.23, 0.41, 2.02], [3.40, -0.35, 2.31], [2.27, 0.57, 0.36], [0.98, -0.46, 2.03], [1.60, 1.55, -1.67], [1.23, 1.23, -0.42], [0.36, 2.06, 0.21], [2.75, -2.99, -3.94], [2.00, -2.37, -2.51], [1.47, -1.96, -1.54], [-1.96, 0.54, 1.37], [-1.98, -0.21, 0.28], [-1.13, -1.13, 0.12], [-3.03, 0.03, -0.75], [-2.08, 0.68, -2.54], [-1.18, 0.43, 2.02], [-2.56, 1.33, 1.47], [-3.75, 0.78, -0.45], [-3.53, -0.91, -0.97]], "lowdin_charge": [1.114, -0.209, 0.499, -0.217, -0.148, -0.394, 0.199, -1.033, 0.172, 0.662, -0.938, -0.072, 0.250, -0.602, -0.116, -0.525, 0.964, 0.126, 0.142, 0.055, 0.069]}

***

{"formula": "C4H8N2O", "method": "ωB97M-V with the def2-TZVPD basis set", "smiles": "C[C@@]1(C(N)=O)CN1", "orbital_gap_ev": 10.3, "homo_ha": -0.347, "elements": ["C", "C", "C", "N", "O", "C", "N", "H", "H", "H", "H", "H", "H", "H", "H"], "xyz": [[-1.11, -1.22, 0.22], [-0.24, 0.02, 0.14], [1.22, -0.26, 0.48], [2.16, 0.07, -0.44], [1.48, -0.77, 1.55], [-0.70, 1.15, -0.70], [-0.70, 1.23, 0.78], [-2.18, -0.98, 0.13], [-0.84, -1.90, -0.59], [-0.96, -1.75, 1.16], [1.92, 0.57, -1.27], [3.13, 0.01, -0.16], [-0.01, 1.79, -1.26], [-1.61, 1.02, -1.28], [-1.58, 1.02, 1.24]], "lowdin_charge": [-0.020, -0.468, -0.493, 0.180, 0.065, -0.110, 0.082, 0.087, 0.089, 0.084, 0.089, 0.114, 0.098, 0.105, 0.098]}

***

{"formula": "H6Si3", "method": "ωB97M-V with the def2-TZVPD basis set", "orbital_gap_ev": 7.4, "homo_ha": -0.314, "elements": ["Si", "Si", "Si", "H", "H", "H", "H", "H", "H"], "xyz": [[1.91, 1.12, 0.57], [-0.34, -1.08, -0.42], [-0.22, 1.18, 0.08], [1.94, 0.53, 1.96], [-1.41, -0.92, -1.27], [-0.47, -2.09, 0.76], [0.68, -1.84, -1.10], [-1.52, 1.20, 0.55], [-0.57, 1.91, -1.14]], "lowdin_charge": [0.403, 0.393, 0.043, -0.211, -0.149, -0.077, -0.137, -0.152, -0.113]}

***

{"formula": "C27H28Cl2F4N8O7RuS2Sb", "method": "ωB97M-V with the def2-TZVPD basis set", "s_squared": 8.84, "multiplicity": 6, "orbital_gap_ev": [6.5, 5.6], "homo_ha": [-0.262, -0.319], "elements": ["Ru", "C", "C", "C", "N", "N", "C", "N", "S", "H", "H", "H", "H", "H", "H", "H", "F", "C", "C", "F", "C", "C", "C", "F", "C", "C", "C", "N", "C", "N", "F", "C", "C", "N", "C", "N", "C", "Sb", "C", "C", "H", "H", "H", "H", "H", "H", "H", "H", "H", "Cl", "C", "Cl", "C", "O", "O", "H", "O", "S", "O", "O", "O", "O", "C", "C", "C", "C", "C", "C", "N", "H", "H", "H", "H", "H", "H", "H", "H", "H", "H", "H"], "xyz": [[0.13, -0.84, -1.16], [0.83, -4.53, -5.76], [-0.67, -4.33, -5.54], [-0.96, -3.67, -4.23], [-0.07, -3.39, -3.34], [-0.61, -2.78, -2.23], [-1.90, -2.57, -2.35], [-3.94, -1.62, -1.57], [-2.58, -3.18, -3.79], [1.01, -4.88, -6.78], [1.24, -5.27, -5.06], [1.37, -3.60, -5.61], [-1.19, -5.29, -5.57], [-1.09, -3.72, -6.33], [-4.10, -1.18, -2.47], [-4.18, -0.92, -0.87], [-3.31, 2.34, 1.21], [-2.52, 1.59, 2.00], [-2.39, 2.00, 3.30], [-2.96, 3.15, 3.65], [-1.68, 1.24, 4.25], [-1.21, 0.00, 3.77], [-1.34, -0.39, 2.46], [-0.80, -1.57, 2.13], [-1.94, 0.42, 1.48], [-2.02, 0.11, 0.07], [-2.02, 1.14, -0.90], [-1.40, 2.33, -0.92], [-1.77, -1.22, -0.45], [-2.53, -1.77, -1.46], [-0.57, -0.83, 4.60], [-1.47, 1.68, 5.59], [-1.88, 2.97, 6.05], [-2.16, 4.00, 6.47], [-0.78, 0.91, 6.56], [-0.21, 0.35, 7.39], [3.16, -3.42, -0.38], [1.55, -2.38, 0.51], [2.36, -1.76, 2.38], [0.49, -4.12, 1.16], [3.62, -4.05, 0.38], [3.90, -2.74, -0.80], [2.74, -4.04, -1.17], [1.92, -2.38, 3.17], [2.13, -0.71, 2.55], [3.44, -1.90, 2.37], [1.16, -4.98, 1.11], [-0.37, -4.29, 0.51], [0.14, -3.98, 2.18], [4.28, 0.20, -0.18], [3.88, 0.50, -1.90], [4.96, -0.42, -2.96], [2.40, 0.15, -2.10], [1.59, 1.08, -1.91], [2.10, -1.04, -2.35], [4.04, 1.56, -2.08], [-0.77, -0.01, -3.18], [-1.90, 0.85, -3.51], [-2.91, 0.26, -4.33], [-2.72, 0.88, -2.01], [-1.56, 2.23, -3.74], [0.62, 0.95, 0.80], [0.81, 2.09, 0.42], [-0.22, 2.96, -0.27], [-0.69, 4.09, 0.70], [0.36, 4.84, 1.54], [1.01, 3.99, 2.64], [2.16, 3.10, 2.13], [1.97, 2.78, 0.71], [-1.59, 2.80, -1.80], [0.32, 3.41, -1.10], [-1.42, 3.67, 1.38], [-1.23, 4.81, 0.08], [-0.17, 5.67, 2.01], [1.12, 5.30, 0.90], [0.24, 3.36, 3.10], [1.39, 4.64, 3.44], [2.22, 2.17, 2.68], [3.12, 3.60, 2.22], [2.05, 3.61, 0.13]], "lowdin_spin": [2.793, 0.000, 0.003, 0.023, 0.005, 0.136, 0.029, 0.001, 0.028, 0.000, 0.000, 0.000, 0.001, 0.001, 0.002, 0.002, -0.009, -0.008, 0.073, 0.020, 0.021, 0.072, -0.009, 0.008, 0.113, 0.113, 0.054, 0.031, 0.370, 0.113, 0.020, 0.290, 0.030, 0.147, 0.030, 0.148, 0.010, 0.054, 0.025, 0.005, 0.001, 0.000, 0.000, 0.001, 0.000, 0.001, 0.000, 0.001, 0.000, 0.002, 0.003, 0.001, 0.011, 0.060, 0.060, 0.001, 0.030, 0.007, 0.003, 0.005, 0.004, 0.034, 0.013, 0.003, 0.001, 0.000, 0.000, 0.001, 0.005, 0.001, 0.001, 0.000, 0.000, 0.000, 0.000, 0.000, 0.000, 0.000, 0.000, 0.000]}

***

{"formula": "C5H13NO", "method": "ωB97M-V with the def2-TZVPD basis set", "smiles": "CC/C(C)=C/N.O", "orbital_gap_ev": 9.0, "homo_ha": -0.299, "elements": ["C", "C", "C", "C", "C", "N", "H", "H", "H", "H", "H", "H", "H", "H", "H", "H", "H", "O", "H", "H"], "xyz": [[1.01, -1.93, 0.86], [1.27, -0.46, 1.18], [0.47, 0.46, 0.30], [0.88, 0.54, -1.14], [-0.60, 1.10, 0.78], [-1.56, 1.81, 0.02], [1.53, -2.59, 1.56], [-0.06, -2.15, 0.86], [1.42, -2.22, -0.12], [1.06, -0.25, 2.23], [2.33, -0.24, 1.02], [0.67, -0.39, -1.67], [1.96, 0.69, -1.22], [0.42, 1.35, -1.70], [-0.79, 1.10, 1.85], [-1.20, 2.27, -0.81], [-2.09, 2.47, 0.57], [-2.17, -0.47, -1.89], [-2.43, -1.30, -1.48], [-2.12, 0.20, -1.20]], "lowdin_charge": [-0.103, -0.237, -0.329, -0.061, -0.173, 0.026, 0.069, 0.075, 0.070, 0.103, 0.108, 0.078, 0.081, 0.066, 0.114, 0.079, 0.084, -0.067, 0.031, -0.014]}

***

{"formula": "C6H7NO3", "method": "ωB97M-V with the def2-TZVPD basis set", "smiles": "COc1cc(C(N)=O)co1", "orbital_gap_ev": 8.9, "homo_ha": -0.305, "elements": ["C", "O", "C", "C", "C", "C", "N", "O", "C", "O", "H", "H", "H", "H", "H", "H", "H"], "xyz": [[-3.42, -0.07, 0.01], [-2.33, 0.83, -0.20], [-1.10, 0.38, 0.00], [0.08, 1.06, 0.10], [1.07, 0.03, 0.28], [2.53, 0.24, 0.41], [3.35, -0.26, -0.53], [2.98, 1.39, 0.71], [0.43, -1.16, 0.13], [-0.90, -0.95, 0.01], [-3.46, -0.82, -0.78], [-3.34, -0.56, 0.99], [-4.32, 0.55, -0.02], [0.23, 2.12, -0.07], [3.37, -1.27, -0.59], [4.07, 0.70, -0.50], [0.76, -2.19, 0.04]], "lowdin_charge": [-0.045, -0.022, -0.360, 0.072, -0.144, -0.466, 0.106, -0.032, -0.057, 0.067, 0.097, 0.101, 0.097, 0.132, 0.090, 0.232, 0.133]}

***

Sequential ΔE to the lowest compared entry with this formula, charge and spin output: 0.2885; 1.5418; 0.8824; 2.8720; 0.7667; 2.8299 eV